Density functional theory data (ωB97M-V with the def2-TZVPD basis set) for a structure of composition C14H23AsF6N5O5S4Se2W in a non-equilibrium geometry.

```
61
Properties=species:S:1:pos:R:3:forces:R:3
W 0.2229 1.1476 2.6958 -0.7 2.9 -1.3
S 0.4348 3.2983 3.7733 0.4 0.8 -1.5
C -0.0194 4.0005 2.1858 -1.0 1.3 -0.6
S -0.5640 2.7487 1.0782 0.5 -0.5 1.2
C -0.2125 5.3134 1.6998 0.6 -3.5 1.4
C 0.5998 6.3669 2.0958 1.9 4.4 1.0
N 1.2309 7.3467 2.2795 -1.6 -2.9 -0.3
C -1.1438 5.4328 0.6460 -2.3 0.7 -4.1
N -1.8682 5.5001 -0.2905 2.3 -0.2 3.3
F -0.0085 -5.3822 -4.3576 0.6 0.1 1.3
C -0.3438 -4.8705 -3.1637 -1.1 2.0 -0.7
F -1.6920 -4.9020 -3.1312 0.3 -0.3 0.2
F 0.1185 -5.5395 -2.1161 0.3 -0.5 -0.5
S 0.0937 -2.9936 -2.8724 -0.8 -0.2 -0.4
O -0.9700 -2.6079 -1.9310 1.0 0.0 -0.1
O 1.4532 -2.9581 -2.3816 -0.2 -0.2 0.7
N 0.0004 -2.4091 -4.2968 -0.3 0.3 -0.2
S -0.5457 -1.0374 -4.9419 0.3 -3.1 0.3
O -1.1535 -0.1566 -3.9840 0.3 0.4 -0.3
O 0.4320 -0.6279 -5.9052 -0.8 0.6 0.2
C -2.0419 -1.7839 -5.8774 0.4 0.6 -0.2
F -3.0440 -1.8911 -4.9918 0.3 -0.3 -0.5
F -1.8912 -2.9558 -6.5431 0.1 1.2 1.0
F -2.3578 -0.8412 -6.7744 -0.3 -0.2 -0.1
C 1.6178 -1.8474 1.0439 0.5 0.7 -0.1
Se 1.7845 0.1979 1.3227 1.1 -2.1 -2.0
C 2.5817 0.0812 3.7469 0.9 -1.9 -2.7
C 2.2456 0.4560 5.0813 -2.1 1.0 0.8
Se -0.1544 0.6983 5.0363 0.6 -1.2 3.0
C -0.9043 -1.0905 5.3980 0.2 0.2 0.9
H 1.1530 -1.9726 0.0536 0.0 0.3 0.0
H 1.0187 -2.2749 1.8266 -0.2 0.0 0.3
H 2.6319 -2.2322 1.0061 0.1 0.0 0.1
H 3.4651 0.5551 3.3047 -0.3 0.2 0.4
H 2.5575 -0.9860 3.4155 0.0 0.8 1.1
H 2.5322 1.4974 5.3620 -0.4 -1.0 0.1
H 2.3384 -0.3444 5.8348 -0.2 0.5 -0.2
H -0.4575 -1.3983 6.3510 -0.1 0.0 -0.3
H -0.6933 -1.8060 4.6248 0.0 -0.2 -0.3
H -1.9851 -0.9561 5.5669 0.4 0.1 -0.3
N 3.7551 1.6914 -5.0386 -0.5 2.2 0.3
C 3.8061 0.9562 -3.9001 0.7 -2.2 -0.2
N 3.8030 1.5278 -2.6644 -0.3 1.1 0.3
O 3.9746 -0.2564 -3.9564 -0.2 0.2 -0.1
H 3.4629 2.6848 -5.0887 0.3 -1.3 0.2
H 3.6567 1.1577 -5.8758 -0.1 -0.3 -0.2
H 3.5927 2.4936 -2.5219 0.0 0.2 0.1
H 3.8646 0.8977 -1.8824 0.0 0.1 -0.3
C -2.7021 -1.5699 1.7569 2.3 -0.1 1.8
As -2.0393 0.3420 1.9076 -1.4 -2.7 -2.6
C -3.4814 1.2756 2.7422 -0.4 0.0 0.4
C -2.1437 0.3657 -0.0981 0.9 0.4 0.6
H -3.7686 -1.5872 1.8245 -0.6 0.1 0.1
H -2.2037 -2.0668 2.6136 -0.9 -0.2 -0.3
H -2.3397 -2.0853 0.8593 0.0 0.6 0.1
H -4.4502 1.0379 2.2904 0.3 -0.1 0.0
H -3.2974 2.3298 2.6953 0.0 0.7 -0.3
H -3.4957 1.0402 3.8081 -0.1 -0.3 -0.1
H -2.7833 -0.4509 -0.3743 -0.3 -0.2 -0.1
H -1.1439 0.1460 -0.5114 -0.4 0.2 0.2
H -2.5283 1.2943 -0.4564 -0.1 0.7 -0.4
```
Forces are in eV/Å.

Output
Calculated total energy: -285564.975 eV
Highest occupied orbital energy (alpha / beta): -10.48 / -10.48 eV
Gap between HOMO and LUMO (alpha / beta): 0.0971 / 0.1049 Ha
<S²>: 2.180
ΔE to the lowest compared entry with this formula, charge and spin: 215.7 kJ/mol
Net charge: +1
E_LUMO (alpha / beta): -7.83 / -7.62 eV
2S+1: 3